Entry 1:
Entry from the OMol25 dataset: C3H10O5P2 in the gas phase in a non-equilibrium geometry (the ωB97M-V functional and the def2-TZVPD basis).

- Energy above the lowest of the compared OMol25 structures with the same formula, charge and spin: 49.8 kcal per mole
- Net charge: 0
- Spin multiplicity: 1
- SMILES string: CC(C)=P(O)(O)OP(O)O
- HOMO-LUMO gap: 7.586 eV

Element x y z (Å)
C: -0.876 -1.370 -1.583
C: -0.199 -0.033 -1.164
C: 1.312 0.050 -1.046
P: -0.935 0.640 0.356
O: -0.406 2.175 0.418
O: -2.524 0.719 0.133
O: -1.018 0.103 1.967
P: -0.560 0.573 3.459
O: -0.571 2.202 3.276
O: 1.103 0.359 3.287
H: -0.096 -2.098 -1.321
H: -0.946 -1.275 -2.594
H: -1.734 -1.517 -1.104
H: 1.739 -1.048 -1.289
H: 1.553 0.779 -1.832
H: 1.578 0.438 -0.077
H: -0.865 2.655 1.137
H: -2.522 1.246 -0.696
H: 0.230 2.580 3.782
H: 1.435 -0.293 3.784

Mulliken atomic charge list, values in e, 4 entries: C -1.414; C 0.428; C -1.179; P 0.787

Entry 2:
Entry from the OMol25 dataset: 2 unconnected molecules or ions with the total composition C3H10OS in a non-equilibrium geometry (the ωB97M-V functional and the def2-TZVPD basis).

- Energy above the lowest of the compared OMol25 structures with the same formula, charge and spin: 25.5 kcal per mole
- Net charge: 0
- Spin multiplicity: 1
- SMILES string: CSC.CO
- HOMO-LUMO gap: 9.529 eV

Element x y z (Å)
C: -2.044 -0.192 -1.181
S: -1.592 -0.592 0.471
C: -0.244 -1.837 0.262
H: -1.665 -0.990 -1.842
H: -1.814 0.806 -1.444
H: -3.161 -0.307 -1.239
H: 0.407 -1.972 1.196
H: -0.599 -2.792 -0.211
H: 0.390 -1.239 -0.391
C: 2.100 1.623 0.777
O: 0.871 1.375 0.010
H: 2.519 0.722 1.249
H: 2.783 2.107 0.165
H: 1.805 2.370 1.557
H: 0.243 0.920 0.620

Mulliken atomic charge list, values in e, 4 entries: C -0.708; S -0.168; C -0.805; H 0.266

Entry 3:
Entry from the OMol25 dataset: 2 unconnected molecules or ions with the total composition C3H10OS in a non-equilibrium geometry (the ωB97M-V functional and the def2-TZVPD basis).

- Energy above the lowest of the compared OMol25 structures with the same formula, charge and spin: 22.4 kcal per mole
- Net charge: 0
- Spin multiplicity: 1
- SMILES string: CCSC.O
- HOMO-LUMO gap: 8.929 eV

Element x y z (Å)
C: -0.057 -1.262 -1.195
C: 0.303 0.095 -0.730
S: -1.134 0.999 -0.097
C: -0.299 2.490 0.339
H: -1.053 -1.386 -1.475
H: 0.437 -2.015 -0.452
H: 0.428 -1.549 -2.113
H: 0.873 0.647 -1.446
H: 1.056 0.052 0.070
H: 0.662 2.343 0.908
H: 0.085 3.030 -0.629
H: -1.021 3.143 0.965
O: -0.042 -2.113 1.596
H: 0.179 -1.573 2.339
H: -0.417 -2.900 1.920

Mulliken atomic charge list, values in e, 4 entries: C -1.111; C -0.480; S -0.081; C -0.732

Entry 4:
Entry from the OMol25 dataset: 2 unconnected molecules or ions with the total composition C3H10OS in a non-equilibrium geometry (the ωB97M-V functional and the def2-TZVPD basis).

- Energy above the lowest of the compared OMol25 structures with the same formula, charge and spin: 7.0 kcal per mole
- Net charge: 0
- Spin multiplicity: 1
- SMILES string: CCSC.O
- HOMO-LUMO gap: 8.851 eV

Element x y z (Å)
C: -0.162 -1.724 -2.059
C: -0.008 -0.829 -0.828
S: -0.515 0.847 -1.184
C: -0.963 1.515 0.413
H: 0.763 -1.802 -2.629
H: -0.950 -1.368 -2.717
H: -0.426 -2.695 -1.750
H: 0.998 -0.931 -0.412
H: -0.599 -1.235 -0.023
H: -0.115 1.698 1.071
H: -1.247 2.544 0.207
H: -1.773 0.979 0.883
O: 1.322 1.003 2.833
H: 1.583 0.472 3.600
H: 2.092 1.525 2.596

Mulliken atomic charge list, values in e, 4 entries: C -1.145; C -0.314; S -0.132; C -0.672

Entry 5:
Entry from the OMol25 dataset: 2 unconnected molecules or ions with the total composition C3H10OS2 in a non-equilibrium geometry (the ωB97M-V functional and the def2-TZVPD basis).

- Energy above the lowest of the compared OMol25 structures with the same formula, charge and spin: 46.8 kcal per mole
- Net charge: -1
- Spin multiplicity: 2
- <S²>: 0.75
- HOMO-LUMO gap (spin up / spin down): 2.142 / 8.475 eV

Element x y z (Å)
C: -0.215 0.192 -2.153
C: -1.362 -0.425 -1.332
S: -1.678 0.335 0.266
S: -0.559 1.928 0.529
C: 0.906 1.369 1.426
H: 0.771 -0.138 -1.807
H: -0.113 1.268 -2.011
H: -0.321 -0.180 -3.165
H: -2.205 -0.593 -2.010
H: -1.082 -1.491 -1.221
H: 0.677 0.877 2.370
H: 1.591 0.668 0.932
H: 1.566 2.220 1.631
H: 1.413 -1.736 2.422
H: 0.165 -2.564 1.858
O: 0.447 -1.731 2.266

Mulliken atomic charge list, values in e, 4 entries: C -1.513; C -0.519; S -0.315; S -0.024

Entry 6:
Entry from the OMol25 dataset: 2 unconnected molecules or ions with the total composition C3H10OS2 in a non-equilibrium geometry (the ωB97M-V functional and the def2-TZVPD basis).

- Energy above the lowest of the compared OMol25 structures with the same formula, charge and spin: 31.5 kcal per mole
- Net charge: 0
- Spin multiplicity: 1
- SMILES string: CCCSS.O
- HOMO-LUMO gap: 8.858 eV

Element x y z (Å)
C: 0.197 -3.245 0.261
C: -0.517 -2.034 -0.332
C: 0.564 -0.865 -0.352
S: -0.350 0.619 -0.933
S: 1.078 1.957 -0.128
H: 0.783 -3.849 -0.436
H: -0.647 -3.843 0.597
H: 0.632 -3.090 1.238
H: -0.839 -2.231 -1.355
H: -1.577 -1.993 0.158
H: 0.938 -0.878 0.635
H: 1.412 -1.128 -0.984
H: 2.007 0.945 -0.105
O: -1.554 1.195 2.076
H: -2.207 0.579 1.907
H: -1.179 1.574 1.257

Mulliken atomic charge list, values in e, 4 entries: C -1.256; C -0.473; C -0.833; S -0.128